{"formula": "C5H10O", "method": "wB97M-V/def2-TZVPD", "elements": ["O", "C", "C", "C", "C", "C", "H", "H", "H", "H", "H", "H", "H", "H", "H", "H"], "positions_angstrom": [[2.65571, 0.31063, 0.64272], [1.93010, -0.67635, -0.03946], [0.72233, -0.05777, -0.75565], [-0.02629, 0.87799, 0.11019], [-1.82128, -0.30031, 0.65344], [-1.45781, 0.93755, -0.22613], [1.97361, 0.88709, 1.03342], [1.57112, -1.46387, 0.64623], [2.60366, -1.15440, -0.75815], [0.13286, -0.79983, -1.32322], [1.10843, 0.67616, -1.49064], [-1.04775, -0.47682, 1.41863], [-1.88612, -1.19803, 0.03453], [-2.75858, -0.13890, 1.19024], [-1.73428, 0.74292, -1.27365], [-1.96571, 1.83395, 0.13751]], "atomic_forces_ev_per_a": [[-0.1, 0.1, 0.2], [-0.1, -0.3, -0.2], [0.0, 0.0, 0.1], [-0.2, -0.2, -0.2], [0.0, -0.2, 0.1], [0.1, 0.2, -0.1], [0.2, 0.0, 0.0], [0.1, 0.1, -0.1], [-0.1, 0.1, 0.1], [0.1, 0.1, 0.1], [0.0, 0.0, 0.0], [-0.1, 0.0, -0.1], [0.0, 0.1, 0.1], [0.1, 0.0, -0.1], [0.1, 0.0, 0.2], [0.1, -0.1, 0.0]], "relative_energy_kcal_mol": 86.7, "total_energy_ev": -7391.0061, "e_lumo_ev": 0.335}

=====

{"formula": "C11H21BrN2PReSbSe4", "method": "wB97M-V/def2-TZVPD", "elements": ["Re", "N", "C", "C", "N", "H", "H", "H", "H", "H", "H", "H", "H", "Se", "Sb", "Se", "Se", "Se", "Br", "C", "C", "C", "C", "C", "C", "H", "H", "H", "H", "C", "P", "C", "C", "H", "H", "H", "H", "H", "H", "H", "H", "H"], "positions_angstrom": [[0.37434, -0.57215, 0.00076], [1.01528, 1.43622, 1.16515], [0.27858, 2.65607, 0.77330], [-1.16827, 2.27622, 0.56543], [-1.21994, 1.18407, -0.43412], [0.79253, 1.22563, 2.13586], [2.01584, 1.61332, 1.14604], [0.70980, 3.05399, -0.14361], [0.35802, 3.43211, 1.53514], [-1.74400, 3.14207, 0.23744], [-1.60431, 1.91430, 1.49669], [-1.03356, 1.57266, -1.35463], [-2.17277, 0.82929, -0.48182], [-0.83975, -5.58381, 1.13044], [0.30993, -4.98639, -0.85154], [-0.65778, -2.26374, -1.15838], [2.25555, -1.52757, 0.79195], [1.75726, -4.97940, -2.72728], [-3.70163, -1.57893, 5.39008], [-2.57706, -1.25247, 3.92014], [-3.13006, -1.08596, 2.64839], [-2.30177, -0.84002, 1.57160], [-0.90946, -0.78005, 1.72913], [-0.37559, -0.92103, 3.02070], [-1.19843, -1.17383, 4.10266], [-4.19913, -1.16702, 2.50280], [-2.76626, -0.75126, 0.59705], [0.68892, -0.84993, 3.20480], [-0.77156, -1.31614, 5.08665], [2.15499, 1.98820, -2.23315], [1.34863, 0.36509, -2.19767], [0.14175, 0.43106, -3.56236], [2.66168, -0.77820, -2.72702], [2.59863, 2.09837, -3.22500], [2.94536, 2.04500, -1.48484], [1.44492, 2.80034, -2.08623], [0.67868, 0.30135, -4.50357], [-0.35705, 1.40094, -3.58869], [-0.60905, -0.35250, -3.48134], [3.02933, -0.47199, -3.70834], [2.29188, -1.80139, -2.78808], [3.48553, -0.73252, -2.01450]], "atomic_forces_ev_per_a": [[0.6, -1.6, 1.2], [-0.1, -0.5, -0.4], [-0.3, 0.1, 0.0], [0.1, 0.3, 0.2], [0.5, -0.6, -0.1], [0.0, -0.1, 0.0], [0.0, 0.0, -0.1], [0.0, 0.0, 0.0], [0.0, 0.0, 0.0], [0.0, -0.1, -0.1], [0.0, -0.1, -0.1], [-0.1, 0.1, 0.0], [0.0, -0.1, 0.0], [0.8, 0.5, -1.4], [0.3, -0.7, 0.2], [0.1, 1.4, 0.2], [-1.5, 1.0, -0.7], [-0.9, -0.1, 1.3], [0.3, 0.1, -0.3], [-0.2, -0.1, 0.4], [0.1, 0.0, 0.0], [0.0, 0.0, 0.1], [0.3, 0.5, -0.6], [0.1, 0.1, -0.1], [-0.2, 0.0, 0.0], [0.0, 0.0, 0.0], [0.0, -0.1, 0.0], [0.0, 0.0, 0.0], [0.0, 0.0, 0.0], [-0.1, -0.1, 0.2], [0.2, 0.1, -0.2], [-0.1, 0.0, 0.2], [-0.1, 0.0, 0.1], [0.0, 0.0, 0.0], [0.0, 0.0, 0.0], [0.0, 0.0, -0.1], [0.1, 0.1, 0.0], [0.0, 0.0, 0.0], [0.0, 0.0, 0.0], [-0.1, 0.1, 0.0], [0.0, 0.0, 0.0], [0.0, 0.0, 0.0]], "relative_energy_kcal_mol": 92.3, "total_charge": 3, "total_energy_ev": -364083.9463, "e_lumo_ev": [-12.485, -12.481]}

=====

{"formula": "C2H5NOS", "method": "wB97M-V/def2-TZVPD", "elements": ["C", "C", "H", "H", "H", "H", "H", "N", "O", "S"], "positions_angstrom": [[-0.18302, 1.18163, -0.11375], [-0.78781, -1.20247, -0.02257], [0.18286, 1.83835, 0.72584], [-1.29878, 1.31454, -0.21531], [0.29276, 1.65637, -1.00970], [2.18002, -0.51572, 1.06464], [-0.26749, -2.23315, -0.05389], [0.13945, -0.21578, -0.03426], [-1.99162, -1.01596, -0.13707], [1.73362, -0.80782, -0.20393]], "atomic_forces_ev_per_a": [[-0.5, 2.1, -0.6], [-1.7, -1.1, -1.0], [-0.3, -1.2, -0.4], [1.2, -0.4, 0.2], [-0.4, -0.6, 0.5], [-0.2, -0.2, -0.6], [-1.0, 1.2, 0.3], [1.2, -0.4, 0.4], [1.3, -0.4, 0.5], [0.3, 0.9, 0.8]], "relative_energy_kcal_mol": 27.4, "total_energy_ev": -16527.1953, "smiles": "CN(S)C=O", "e_lumo_ev": 0.573}

=====

{"formula": "CH8NO2", "method": "wB97M-V/def2-TZVPD", "elements": ["O", "H", "H", "H", "N", "C", "O", "H", "H", "H", "H", "H"], "positions_angstrom": [[2.03288, -1.37112, -0.47345], [0.61866, 0.01741, -0.12615], [1.95393, -1.37742, -1.43592], [2.50928, -2.20275, -0.28383], [0.20577, 0.73514, 0.50304], [-1.26815, 0.61433, 0.38151], [-1.51496, -0.28467, -0.64284], [0.56038, 1.60667, -0.01101], [0.67663, 0.71627, 1.44960], [-1.63082, 0.26706, 1.35140], [-1.70056, 1.59403, 0.18177], [-2.44306, -0.31495, -0.89411]], "atomic_forces_ev_per_a": [[0.3, -0.6, -0.2], [0.1, -0.3, 0.9], [0.0, 0.1, 0.0], [-0.3, 0.6, 0.1], [0.7, 0.3, -1.8], [-0.4, 0.2, 1.1], [0.4, -0.5, -0.4], [-0.3, 0.2, 0.4], [-0.5, -0.2, 0.0], [0.0, -0.1, 0.0], [0.2, 0.2, 0.0], [-0.1, 0.2, 0.1]], "spin_multiplicity": 2, "relative_energy_kcal_mol": 39.4, "total_energy_ev": -6748.1812, "e_lumo_ev": [0.799, 0.505]}

=====

{"formula": "C11H21NO", "method": "wB97M-V/def2-TZVPD", "elements": ["C", "C", "C", "C", "C", "C", "O", "N", "C", "H", "C", "C", "C", "C", "H", "H", "H", "H", "H", "H", "H", "H", "H", "H", "H", "H", "H", "H", "H", "H", "H", "H", "H", "H"], "positions_angstrom": [[3.46229, 1.78397, -1.99647], [2.22545, 1.63497, -1.11773], [2.38059, 0.53825, -0.06058], [2.26605, -0.88190, -0.61702], [0.82333, -1.31520, -0.90933], [0.08530, -1.56209, 0.39611], [0.31719, -2.57480, 1.03443], [-0.78758, -0.63311, 0.85812], [-1.25483, 0.56605, 0.20405], [-0.63196, 0.81638, -0.65082], [-2.71570, 0.39911, -0.22323], [-3.57609, 0.08066, 0.99688], [-3.01885, -1.14601, 1.71504], [-1.54619, -0.92875, 2.05990], [-1.11590, -1.82426, 2.51007], [-1.44291, -0.08904, 2.75673], [-3.58186, -1.34208, 2.62836], [-3.10368, -2.02089, 1.06752], [-4.60932, -0.09647, 0.69317], [-3.56794, 0.93562, 1.67771], [-3.06174, 1.31383, -0.70734], [-2.78520, -0.41835, -0.94415], [-1.18334, 1.39331, 0.92230], [0.85636, -2.28093, -1.41848], [0.32374, -0.60657, -1.56502], [2.67846, -1.58451, 0.10977], [2.85560, -0.96672, -1.53134], [3.35990, 0.65352, 0.40942], [1.62909, 0.67154, 0.72029], [1.36225, 1.42600, -1.75306], [2.03761, 2.58592, -0.61340], [3.31901, 2.58291, -2.72072], [3.66812, 0.86623, -2.54153], [4.33273, 2.02340, -1.38961]], "atomic_forces_ev_per_a": [[-0.2, 0.0, 0.1], [0.2, 0.0, 0.1], [-0.1, 0.0, -0.2], [0.0, 0.1, 0.1], [0.1, -0.1, 0.1], [0.1, 0.1, -0.3], [0.2, -0.3, 0.0], [-0.2, 0.2, 0.3], [-0.1, 0.1, -0.5], [0.0, 0.0, 0.1], [0.1, 0.2, 0.2], [0.0, -0.3, -0.2], [0.1, 0.3, 0.1], [-0.1, -0.5, 0.3], [0.0, 0.2, 0.0], [0.0, 0.0, 0.0], [0.0, -0.1, 0.0], [0.0, -0.1, 0.0], [0.0, 0.1, 0.0], [0.0, 0.1, 0.0], [0.0, 0.0, -0.1], [0.0, 0.0, -0.1], [0.0, 0.0, -0.1], [-0.1, 0.1, 0.0], [0.0, 0.0, -0.1], [0.0, -0.1, -0.1], [0.0, -0.1, 0.0], [0.0, 0.0, 0.1], [0.0, 0.0, 0.1], [-0.1, 0.0, 0.0], [-0.1, 0.0, 0.0], [0.1, 0.0, -0.1], [0.1, -0.1, -0.1], [0.1, 0.0, 0.0]], "relative_energy_kcal_mol": 0.0, "total_energy_ev": -15286.1849, "smiles": "CCCCCC(=O)N1CCCCC1", "e_lumo_ev": 0.907}

=====

{"formula": "C4H7NO2S", "method": "wB97M-V/def2-TZVPD", "elements": ["C", "C", "C", "C", "H", "H", "H", "H", "H", "H", "H", "N", "O", "O", "S"], "positions_angstrom": [[0.58201, 0.07914, 2.53478], [1.09976, 0.49938, 1.16097], [-0.14009, 0.27376, -2.06815], [-1.27867, -0.47012, -2.25472], [0.19038, -0.98963, 2.46699], [1.43599, 0.17250, 3.27366], [-0.19456, 0.82170, 2.90621], [2.10638, 0.10783, 0.86127], [1.07041, 1.58549, 1.13574], [0.41284, 0.66315, -2.97939], [-2.40807, -1.62903, -1.21115], [0.64098, 0.44478, -1.10276], [0.11494, 0.14537, 0.08995], [-1.52655, -1.14204, -1.10357], [-2.10572, -0.56229, -3.70984]], "atomic_forces_ev_per_a": [[-0.1, -0.3, 0.3], [-0.5, 0.3, -0.8], [4.1, 2.3, -4.0], [-3.2, -1.9, -0.2], [0.4, 1.5, 0.5], [-0.9, -0.4, -0.9], [0.7, -1.2, -0.6], [-1.0, 0.2, 0.4], [0.7, 0.2, -0.1], [-1.2, -0.6, 0.8], [1.7, 0.8, 0.0], [0.5, 0.9, 2.2], [1.2, -0.5, 2.1], [-2.8, -1.0, -1.3], [0.6, -0.1, 1.7]], "relative_energy_kcal_mol": 95.1, "total_energy_ev": -20678.6113, "smiles": "CCO/N=C\\C(O)=S", "e_lumo_ev": -0.707}